No. 1
C21H42MgO26PV as an isolated structure at a distorted geometry, computed with ωB97M-V/def2-TZVPD.

Values from the calculation:
Relative energy (zero: lowest compared OMol25 entry of this formula, charge and spin) ... 12.2 kcal per mole
Net charge ... +1
DFT total energy ... -116112.063 eV
2S+1 ... 2
Expectation value of S² ... 0.78
M ... 816.8 g/mol
Max |F| ... 6.2 eV Å⁻¹
Frontier orbital gap (alpha / beta) ... 6.498 / 6.750 eV

```
92
Properties=species:S:1:pos:R:3:forces:R:3
O 3.9073 0.4599 1.0965 0.07 -1.18 -1.09
V 3.1693 -0.3925 0.0272 -2.21 1.88 1.40
Mg 0.1040 0.1438 -2.4509 -0.55 0.09 -4.52
P 0.5884 -0.0387 -0.3333 -0.73 0.24 -0.28
O -0.3905 -0.9932 -1.0206 -0.93 -2.04 2.66
O 0.1101 1.2611 -0.9661 -0.66 2.68 3.25
O 1.7296 -0.2281 -1.4212 5.88 -1.42 1.42
O 1.3743 -0.2342 1.0192 -0.15 -0.18 -2.04
C -1.7811 2.9803 1.0866 0.80 -0.65 1.02
O -2.6809 3.9255 0.5521 -0.52 -0.29 -0.41
C -3.8895 3.9212 1.1796 1.33 0.04 0.70
O -4.0976 3.4043 2.2407 -0.28 -0.39 0.04
O -4.6994 4.6474 0.4733 -0.80 0.28 -1.25
C -6.0923 4.6947 0.8064 0.09 0.98 0.45
H -2.2096 1.9777 1.1737 -0.34 0.20 0.05
H -1.4548 3.2932 2.0817 -0.12 -0.07 0.03
H -0.8908 2.8340 0.4796 -0.28 0.62 -0.48
H -6.4330 3.8610 1.4107 0.19 -0.23 -0.16
H -6.6320 4.8162 -0.1266 0.02 -0.35 -0.08
H -6.2380 5.6184 1.3678 -0.13 -0.09 0.16
C 1.8598 4.5750 -4.9648 0.62 0.49 -0.11
O 1.0807 3.4586 -4.5238 -0.91 -0.25 0.30
C 1.6151 2.3292 -4.1460 1.10 1.37 -0.50
O 0.9811 1.4300 -3.6632 -0.75 -0.62 -0.12
O 2.9251 2.3060 -4.3340 0.21 -0.05 -0.26
C 3.5865 1.0966 -4.0204 0.32 -1.23 0.72
H 1.9506 4.5712 -6.0494 -0.03 -0.18 0.03
H 2.8452 4.5645 -4.5063 -0.03 -0.01 -0.04
H 1.3444 5.4810 -4.6576 -0.22 -0.19 0.05
H 3.3168 0.2758 -4.6883 -0.21 0.28 -0.19
H 3.3410 0.7888 -3.0021 -0.12 0.12 -0.06
H 4.6655 1.2143 -4.0694 -0.09 0.55 -0.24
C 1.6466 4.2289 -1.0045 0.25 -0.54 -0.07
O 3.0645 4.3387 -1.2756 -0.35 0.98 0.39
C 3.8573 3.3411 -1.0456 0.99 -0.84 -1.68
O 3.5380 2.1916 -0.8107 -0.24 -0.29 0.39
O 5.1103 3.7150 -1.3588 -0.77 0.18 1.00
C 6.1393 2.7409 -1.2391 0.49 -0.13 -1.38
H 1.3384 5.2063 -0.6547 -0.08 -0.01 0.02
H 1.4546 3.4365 -0.2852 0.00 0.12 0.07
H 1.1530 3.9570 -1.9344 -0.13 0.13 0.01
H 6.2028 2.2295 -2.2083 -0.12 -0.25 0.19
H 6.0167 2.0019 -0.4535 -0.13 0.34 0.27
H 7.0677 3.3046 -1.1923 -0.05 -0.05 0.54
C -0.6628 -0.5380 3.6399 1.05 -0.86 -1.89
O -1.4282 -0.4900 4.8032 -0.66 1.16 0.02
C -1.6392 -1.5991 5.5144 1.34 -0.78 -0.23
O -1.0843 -2.6442 5.3066 -0.43 0.01 0.00
O -2.4267 -1.3971 6.5539 -0.72 0.04 -0.28
C -2.9572 -0.0942 6.8009 0.02 0.36 0.96
H 0.3254 -0.0811 3.6999 -0.12 0.23 0.72
H -1.1441 -0.0794 2.7732 -0.55 0.42 0.53
H -0.4722 -1.5480 3.2684 -0.18 -0.23 0.58
H -2.1305 0.5554 7.0860 -0.14 0.18 -0.08
H -3.6122 -0.2263 7.6610 0.12 -0.03 0.05
H -3.5592 0.3822 6.0283 0.31 -0.44 -0.48
C 3.1452 -7.4504 1.6246 -0.56 0.43 -0.58
O 1.9728 -6.6029 1.5252 0.02 -0.03 -0.37
C 2.2088 -5.3305 1.2330 0.38 -0.52 0.03
O 3.2640 -4.7526 1.3255 0.06 0.21 -0.07
O 1.0843 -4.8055 0.7686 -0.78 -0.10 0.16
C 1.0447 -3.4228 0.5878 0.51 1.37 -0.57
H 3.7974 -7.2080 0.7864 0.40 0.21 0.41
H 2.7999 -8.4593 1.4206 -0.16 -0.04 0.54
H 3.5641 -7.2917 2.6110 0.41 -0.30 -0.11
H 1.6229 -3.1028 -0.2947 0.15 -0.32 -0.15
H 1.4581 -2.8378 1.4108 -0.22 -0.38 0.39
H 0.0411 -3.0797 0.3555 -0.20 -0.41 0.30
C 2.7897 -2.7287 -3.3253 0.01 -0.30 0.75
O 1.6597 -3.2129 -4.0462 0.41 -0.04 -0.09
C 0.6007 -2.4585 -4.1803 -0.66 -0.63 -0.03
O 0.4574 -1.3178 -3.7788 0.05 0.36 -0.17
O -0.3081 -3.1567 -4.8112 -0.02 -0.41 0.00
C -1.4877 -2.5086 -5.2723 -0.42 0.53 -0.75
H 3.6587 -3.2762 -3.6763 -0.01 0.25 -0.46
H 2.6854 -3.0344 -2.2809 -0.21 0.18 0.04
H 2.8676 -1.6466 -3.3832 0.11 -0.04 -0.17
H -1.1940 -1.8086 -6.0574 -0.14 0.27 0.27
H -2.0701 -2.0368 -4.4833 0.29 0.08 0.13
H -2.1298 -3.2351 -5.7634 0.30 -0.37 0.25
C -5.4812 -1.6666 4.6987 -1.75 0.23 -0.43
O -4.3380 -1.7909 3.8812 0.98 -0.54 0.78
C -4.3334 -1.2644 2.6708 -1.28 0.65 0.00
O -5.2231 -0.5989 2.2033 0.19 -0.11 -0.29
O -3.2017 -1.5874 2.0728 0.61 -0.63 -0.01
C -3.0947 -1.2409 0.7058 0.06 2.13 -0.26
H -5.2594 -1.3346 5.7069 0.51 -0.10 -0.07
H -6.0404 -2.6031 4.7282 0.49 -0.28 0.15
H -6.2082 -0.9834 4.2556 0.32 0.32 -0.01
H -3.8487 -1.7053 0.0747 0.33 -0.51 0.03
H -2.0525 -1.2741 0.4014 -0.18 -1.19 -0.02
H -3.2548 -0.1598 0.5809 -0.49 -0.04 0.24
```
Forces are in eV/Å.

No. 2
C21H43BCuO2P2 as an isolated structure at a distorted geometry, computed with ωB97M-V/def2-TZVPD.

Values from the calculation:
Relative energy (zero: lowest compared OMol25 entry of this formula, charge and spin) ... 12.1 kcal per mole
DFT total energy ... -90461.237 eV
2S+1 ... 2
Expectation value of S² ... 0.76
M ... 463.9 g/mol
Max |F| ... 2.0 eV Å⁻¹
Frontier orbital gap (alpha / beta) ... 5.443 / 7.667 eV

```
70
Properties=species:S:1:pos:R:3:forces:R:3
P 3.5092 3.9113 -2.9524 1.01 0.04 -0.53
P 4.2272 1.0040 -4.0809 0.70 0.54 -0.62
C 4.9909 3.7726 -4.0542 0.10 0.60 0.00
C 4.9266 2.5225 -4.9432 -0.18 -0.09 -0.03
H 5.8757 3.7497 -3.4003 -0.15 -0.04 -0.17
H 5.0392 4.6970 -4.6530 0.35 -0.30 -0.01
H 4.2780 2.7135 -5.8116 0.14 -0.02 0.17
H 5.9275 2.2650 -5.3254 -0.28 0.10 -0.04
C 5.7978 0.4994 -3.2587 -0.02 -0.28 -0.02
H 5.6589 -0.4984 -2.8258 0.14 0.16 0.02
H 6.0525 1.1993 -2.4521 -0.09 -0.16 -0.17
H 6.6206 0.4668 -3.9871 -0.13 -0.01 0.21
C 4.2127 -0.1017 -5.5390 0.23 -0.21 -0.05
H 5.2162 -0.2052 -5.9770 -0.27 -0.04 -0.03
H 3.5234 0.3158 -6.2862 0.16 -0.20 0.18
H 3.8456 -1.0837 -5.2151 0.08 0.14 -0.24
C 3.9401 5.3810 -1.9490 0.19 0.27 -0.17
H 3.1333 5.5989 -1.2406 0.23 0.02 -0.18
H 4.0945 6.2539 -2.5962 0.08 -0.03 0.24
H 4.8577 5.1683 -1.3871 -0.17 0.12 -0.05
C 2.3705 4.7111 -4.1597 -0.16 0.09 -0.02
H 2.1541 4.0384 -4.9983 0.07 0.12 0.16
H 2.8322 5.6303 -4.5400 -0.08 -0.13 -0.02
H 1.4245 4.9726 -3.6722 0.20 -0.04 -0.17
Cu 0.3627 -1.4943 -0.5682 0.56 -0.27 -0.07
C 1.3769 -0.3299 -2.0165 0.66 0.71 -0.01
C 2.4875 -0.0812 -1.2438 -1.17 -1.35 -0.80
C 3.1952 1.1686 -0.9445 0.64 0.93 1.21
C 2.4840 2.2258 -0.0422 1.48 -0.15 -0.20
C 1.7792 3.2958 -0.8014 -1.93 0.38 -0.23
C 1.0132 3.1678 -1.9113 -0.25 0.07 1.27
C 1.1186 2.0558 -2.9087 -0.48 -0.26 -0.27
C 0.4172 0.7271 -2.5626 0.36 -0.48 -0.89
C -1.0779 0.1851 0.6653 -0.07 1.11 -0.11
H 1.2976 -1.3162 -2.5273 -0.08 0.22 0.84
H 2.9449 -0.9501 -0.7677 0.14 -0.15 -0.64
H 3.5339 1.6903 -1.8599 -0.33 -0.34 0.51
H 4.1292 0.8858 -0.4197 -0.44 0.09 -0.20
H 1.8256 1.7349 0.7049 0.17 0.35 -0.46
H 3.2903 2.7244 0.5386 -0.45 -0.32 -0.15
H 1.8477 4.2859 -0.3325 -0.72 -0.44 0.14
H 0.2470 3.9333 -2.1221 0.85 -0.02 -0.03
H 2.1840 1.8395 -3.1273 -0.83 0.18 0.12
H 0.6940 2.4032 -3.8651 0.06 0.03 0.35
H -0.4535 0.8768 -1.9032 0.38 -0.06 -0.17
H 0.0093 0.3121 -3.5077 0.09 0.18 0.50
H -1.9843 0.3443 0.0690 0.18 -0.04 -0.06
H -0.2271 0.6342 0.1275 -0.27 -0.04 0.18
H -1.1824 0.7852 1.5794 0.03 -0.06 -0.04
C -2.5920 -2.0976 3.6108 -0.29 0.30 0.00
C -1.4163 -2.7052 2.8405 -0.27 -0.05 -0.06
C -0.6467 -3.5674 3.8203 0.23 -0.46 -0.17
O -0.5421 -1.6524 2.3977 -0.65 -0.03 -0.32
B -0.9694 -1.3128 1.1004 0.00 -0.65 0.32
O -1.8170 -2.2895 0.5300 -0.27 0.18 0.95
C -1.8698 -3.3808 1.4733 0.06 -0.18 0.21
C -0.8884 -4.4536 1.0153 0.19 -0.07 0.13
C -3.2843 -3.9419 1.4349 -0.26 -0.11 0.32
H -3.2686 -1.5148 2.9719 0.21 -0.09 0.06
H -2.2180 -1.4294 4.3996 0.02 -0.19 -0.26
H -3.1843 -2.8823 4.0984 0.09 0.10 -0.14
H -0.4004 -2.9776 4.7107 -0.07 -0.08 -0.19
H -1.2492 -4.4306 4.1317 0.14 0.13 -0.03
H 0.2881 -3.9252 3.3774 -0.15 0.02 0.11
H -0.9423 -5.3409 1.6652 0.03 0.25 -0.21
H -1.1393 -4.7436 -0.0105 0.07 0.01 0.15
H 0.1367 -4.0591 1.0245 -0.22 -0.12 -0.05
H -4.0471 -3.2028 1.7072 0.26 -0.10 -0.09
H -3.5131 -4.3014 0.4257 0.13 0.09 0.13
H -3.3834 -4.7955 2.1201 0.05 0.16 -0.10
```
Forces are in eV/Å.

No. 3
A 4-piece molecular cluster, C21H43BNO10 overall at a distorted geometry, computed with ωB97M-V/def2-TZVPD.

Values from the calculation:
Relative energy (zero: lowest compared OMol25 entry of this formula, charge and spin) ... 62.9 kcal per mole
Net charge ... +1
DFT total energy ... -45107.505 eV
M ... 480.4 g/mol
Max |F| ... 2.8 eV Å⁻¹
Frontier orbital gap ... 7.397 eV

```
76
Properties=species:S:1:pos:R:3:forces:R:3
C 0.1107 -5.0475 -0.9963 0.25 1.03 -0.15
C 0.5346 -3.7588 -1.3795 -0.59 -0.67 -0.06
C 0.1221 -3.0060 -2.6721 2.67 -0.53 -0.61
C 0.7538 -1.5705 -2.6680 0.69 1.49 0.53
C 2.3200 -1.5026 -2.3985 0.20 -2.04 -0.09
N 2.5799 -0.6821 -1.1542 0.66 0.89 0.14
C 1.2935 -0.5129 -0.4008 -1.06 -0.89 0.38
C 0.2168 -0.5488 -1.5573 0.94 0.38 1.16
B -1.2380 -0.8259 -0.9119 -0.40 -0.62 0.55
O -1.2063 -1.6024 0.2780 0.43 0.26 -2.28
C -2.6340 -0.3345 -1.5063 -0.15 -0.44 -0.23
C -3.6821 -1.5108 -1.6648 -0.01 0.06 0.54
H 0.5042 -5.9929 -1.4125 -1.68 0.55 -1.19
H -0.6407 -5.1134 -0.1787 2.06 -0.29 0.87
H 1.1980 -3.2145 -0.6680 -2.11 0.44 0.40
H -0.9744 -2.9328 -2.8143 0.59 -0.12 0.47
H 0.5039 -3.5780 -3.5592 -0.40 0.52 0.33
H 0.6348 -0.9824 -3.6032 -0.38 -1.02 0.27
H 2.7474 -2.4930 -2.1015 -0.74 0.41 -0.37
H 2.9773 -1.2315 -3.2482 -0.66 0.54 0.54
H 2.9684 0.2512 -1.3188 -0.02 -0.23 -0.44
H 3.2815 -1.1792 -0.6000 -0.14 0.23 0.05
H 1.2711 -1.3447 0.3323 -0.45 0.21 -0.73
H 1.2481 0.3849 0.2542 0.40 -0.21 -0.91
H 0.3378 0.4582 -2.0202 -0.58 -0.51 0.18
H -1.9575 -2.2056 0.2878 -0.32 0.20 0.39
H -2.5250 0.1843 -2.4836 0.04 -0.19 0.67
H -3.0719 0.3879 -0.7715 0.37 -0.31 -0.61
H -4.2391 -1.6312 -0.7058 0.31 0.00 -0.71
H -4.4295 -1.2882 -2.4560 0.56 -0.19 0.53
H -3.2049 -2.4962 -1.8795 -0.32 0.68 -0.05
C -3.0948 5.0771 3.5362 0.04 -0.14 -0.29
C -2.9133 4.0664 4.6513 0.03 0.66 0.13
O -3.1601 2.7282 4.1936 0.13 -0.23 0.00
C -2.1899 2.1842 3.4647 -0.49 0.20 0.19
O -1.1428 2.6979 3.1709 0.23 -0.05 -0.08
O -2.5872 0.9622 3.0922 0.17 0.01 -0.01
C -1.6704 0.3079 2.2214 -0.02 -0.05 0.16
H -4.0809 4.9699 3.0805 -0.04 0.07 0.14
H -2.9882 6.0926 3.9184 -0.04 -0.04 0.04
H -2.3585 4.9303 2.7452 0.07 0.02 0.11
H -3.6414 4.2587 5.4386 -0.06 -0.29 -0.06
H -1.9220 4.1366 5.1025 0.02 -0.13 -0.16
H -0.6680 0.2774 2.6510 -0.03 0.14 -0.05
H -1.6556 0.8111 1.2531 0.09 0.08 0.06
H -2.0123 -0.7063 2.0785 -0.26 0.12 0.25
C 1.7486 -1.8069 3.8841 -0.12 -0.28 0.04
C 3.1844 -1.7956 3.3967 -0.35 0.40 -0.02
O 3.9918 -2.7249 4.1187 0.13 0.08 -0.16
C 3.8221 -4.0048 3.7758 0.21 -0.14 0.46
O 3.0788 -4.4161 2.9244 -0.08 0.04 -0.28
O 4.6086 -4.7463 4.5529 -0.09 0.17 -0.16
C 4.4565 -6.1538 4.3588 0.07 -0.49 0.04
H 1.7085 -1.6362 4.9607 0.05 0.16 -0.06
H 1.1665 -1.0340 3.3786 0.04 0.04 0.05
H 1.2725 -2.7699 3.6968 0.06 0.04 -0.11
H 3.6192 -0.8110 3.5708 0.19 -0.15 0.14
H 3.2483 -1.9939 2.3223 -0.02 -0.20 0.05
H 4.5862 -6.4250 3.3115 -0.12 0.09 0.04
H 3.4796 -6.4773 4.7186 0.00 0.03 -0.14
H 5.2269 -6.6498 4.9448 0.02 0.25 0.06
C -1.7130 4.6556 -2.1390 -0.14 0.07 -0.20
C -0.3574 4.0228 -2.3814 -0.20 0.31 0.44
O -0.2889 3.4080 -3.6752 0.20 -0.26 0.10
C -0.1454 4.2522 -4.7032 -0.16 -0.18 -0.20
O -0.0597 5.4451 -4.6309 0.09 0.15 0.09
O -0.1322 3.5321 -5.8272 0.07 -0.05 0.16
C -0.0812 4.3215 -7.0181 0.04 0.14 -0.46
H -2.5094 3.9250 -2.2960 0.06 -0.05 0.12
H -1.7799 5.0419 -1.1211 0.03 -0.05 -0.01
H -1.8935 5.4789 -2.8298 0.12 0.02 0.06
H -0.1948 3.2249 -1.6540 0.04 -0.15 -0.22
H 0.4518 4.7450 -2.2568 -0.06 0.02 -0.20
H 0.7570 5.0171 -6.9957 -0.12 0.03 0.11
H -1.0198 4.8597 -7.1500 0.10 0.08 0.07
H 0.0529 3.6413 -7.8564 -0.03 -0.15 0.20
```
Forces are in eV/Å.